Below is a molecular structure, C17H21AsBr2N3O2SV, with properties calculated with the ωB97M-V functional and the def2-TZVPD basis.

Last column: Mulliken spin population.
Element x y z (Å)
V (0.575, 0.587, 0.038)  2.003
C (2.885, -1.763, 0.832)  -0.013
C (1.506, -2.303, 0.631)  0.003
C (1.229, -3.676, 0.751)  -0.001
C (-0.047, -4.144, 0.573)  0.004
C (-1.095, -3.251, 0.266)  0.007
C (-2.450, -3.605, 0.018)  -0.002
Br (-2.988, -5.403, 0.119)  -0.001
C (-3.364, -2.643, -0.305)  0.002
C (-2.990, -1.283, -0.389)  -0.012
Br (-4.275, -0.004, -0.872)  0.000
C (-1.702, -0.896, -0.134)  -0.035
O (-1.249, 0.371, -0.203)  -0.011
C (-0.754, -1.895, 0.178)  0.047
N (0.532, -1.443, 0.354)  -0.024
H (3.639, -2.509, 0.589)  0.001
H (3.026, -1.482, 1.878)  0.001
H (3.063, -0.882, 0.211)  -0.001
H (2.038, -4.354, 0.981)  0.000
H (-0.258, -5.202, 0.661)  0.000
H (-4.392, -2.914, -0.501)  0.000
C (-1.611, 1.895, -3.086)  -0.003
N (-1.129, 0.537, -3.317)  -0.004
C (-1.860, -0.463, -3.927)  -0.001
C (-1.097, -1.578, -3.934)  -0.002
N (0.086, -1.235, -3.317)  -0.001
C (0.059, 0.052, -2.939)  0.003
S (1.363, 0.902, -2.167)  -0.016
H (-2.342, 2.133, -3.853)  0.000
H (-0.776, 2.585, -3.151)  0.001
H (-2.073, 1.950, -2.102)  0.000
H (-2.851, -0.289, -4.305)  0.000
H (-1.282, -2.560, -4.330)  0.000
H (0.894, -1.828, -3.204)  0.001
C (0.154, 2.610, 3.824)  0.001
As (1.391, 2.992, 2.427)  0.002
C (3.174, 3.104, 3.080)  0.000
C (0.901, 4.577, 1.490)  0.002
O (1.350, 1.688, 1.321)  0.050
H (0.148, 3.439, 4.531)  0.000
H (0.462, 1.697, 4.331)  0.000
H (-0.839, 2.485, 3.397)  0.000
H (3.253, 3.954, 3.756)  0.000
H (3.851, 3.237, 2.238)  0.000
H (3.415, 2.185, 3.612)  0.000
H (0.958, 5.426, 2.171)  0.000
H (-0.117, 4.473, 1.121)  0.001
H (1.590, 4.725, 0.660)  0.000

Output
Frontier orbital gap (alpha / beta), eV: 7.053 / 7.443
Multiplicity: 3
HOMO (alpha / beta), eV: -13.618 / -13.652
E_tot, hartree: -9700.758495
Net charge: +2